(1)
C2H4N2OS | ωB97M-V with the def2-TZVPD basis set

Summary:
Total charge: 0
SMILES: [H]/N=C\N(S)C=O
Relative energy (zero: lowest compared OMol25 entry of this formula, charge and spin) in kcal per mole: 44.8
Gap between HOMO and LUMO in eV: 9.9
HOMO level in Ha: -0.3467
Spin multiplicity: 1

Geometry (Å):
C  1.359377  -0.855904  -0.006698
C  -1.080994  -1.099171  0.023244
H  -1.522503  1.316317  -0.193567
H  1.186025  -1.949350  -0.059317
H  2.458493  0.695451  0.047274
H  -0.889481  -2.121375  0.009715
N  0.058924  -0.303472  0.148017
N  2.513907  -0.318441  -0.072019
O  -2.201982  -0.628678  -0.062004
S  -0.206050  1.448264  0.003791

Cartesian forces (eV/Å) of the 6 atoms listed first:
-0.3632 -0.3999 0.0208
-0.6797 2.9101 0.0286
-0.1051 -0.2010 -0.0183
0.8116 0.4556 -0.0511
0.0403 -0.0482 -0.1567
0.4810 -2.0850 0.0074

(2)
C22H38N4O | ωB97M-V with the def2-TZVPD basis set

Summary:
Total charge: 0
SMILES: OCC[C@@H]1CN(Cc2cn[nH]c2C2CCCCC2)CCN1C1CCCCC1
Relative energy (zero: lowest compared OMol25 entry of this formula, charge and spin) in kcal per mole: 2.3
Gap between HOMO and LUMO in eV: 8.5
HOMO level in Ha: -0.2855
Spin multiplicity: 1

Geometry (Å):
O  1.740896  1.767635  3.956608
H  1.017168  2.375914  3.761828
C  1.767761  0.774877  2.960381
C  0.492979  -0.071610  2.934039
H  0.462369  -0.704946  3.820694
H  -0.371514  0.593482  2.953979
C  0.392713  -0.957298  1.680035
N  -0.482493  -2.085126  1.942654
C  -1.879356  -1.712576  1.958230
C  -2.317725  -0.831827  0.778984
N  -1.452202  0.324013  0.749659
C  -0.093135  -0.102783  0.497448
H  0.540052  0.780773  0.402947
H  -0.021482  -0.675206  -0.445913
C  -1.876689  1.407021  -0.117906
C  -1.139004  2.643092  0.285875
C  -0.329486  3.509318  -0.429349
N  0.133020  4.408227  0.474980
N  -0.311159  4.181728  1.708731
C  -1.082522  3.120147  1.609774
H  -1.583798  2.722048  2.468818
H  0.746687  5.187835  0.297791
C  0.049992  3.612246  -1.869895
C  0.855861  2.393572  -2.337372
C  1.265902  2.555759  -3.797703
C  0.036491  2.745287  -4.681167
C  -0.768217  3.956996  -4.220651
C  -1.183966  3.800765  -2.761214
H  -1.841824  2.936551  -2.659019
H  -1.740110  4.681555  -2.432422
H  -1.655906  4.074753  -4.845255
H  -0.160444  4.858407  -4.331377
H  0.342308  2.875094  -5.721178
H  -0.590433  1.852291  -4.625890
H  1.826624  1.676751  -4.121939
H  1.920956  3.424739  -3.897502
H  1.742718  2.277611  -1.709659
H  0.250931  1.492504  -2.228575
H  0.686945  4.499603  -1.982779
H  -2.950435  1.557719  0.037875
H  -1.718161  1.177573  -1.185971
H  -3.348946  -0.506361  0.938143
H  -2.278159  -1.402550  -0.168682
H  -2.491894  -2.615168  1.992734
H  -2.060579  -1.142476  2.876272
C  -0.129972  -3.383865  1.403261
C  1.086815  -3.949543  2.147943
C  1.345112  -5.394241  1.731636
C  1.577228  -5.481489  0.226412
C  0.382757  -4.907746  -0.528648
C  0.123403  -3.462386  -0.111698
H  -0.742851  -3.076624  -0.653694
H  0.990480  -2.851643  -0.372528
H  0.565154  -4.954550  -1.605039
H  -0.503564  -5.510228  -0.314425
H  1.738179  -6.520927  -0.067554
H  2.475558  -4.917000  -0.034622
H  2.214643  -5.783105  2.265731
H  0.484292  -6.010474  2.001696
H  0.901726  -3.888738  3.221062
H  1.971620  -3.350404  1.927281
H  -0.979536  -4.040054  1.629704
H  1.388658  -1.343958  1.448798
H  2.634979  0.150847  3.191435
H  1.932586  1.238169  1.976190

Cartesian forces (eV/Å) of the 6 atoms listed first:
-0.0773 0.3097 0.3462
0.0902 -0.0051 -0.0389
-0.2341 -0.2059 -0.3025
0.4249 0.0618 -0.0937
-0.0326 -0.0016 0.0248
-0.0116 0.0292 0.0844

(3)
C3H11N2O | ωB97M-V with the def2-TZVPD basis set

Summary:
Total charge: +1
Relative energy (zero: lowest compared OMol25 entry of this formula, charge and spin) in kcal per mole: 49.3
Gap between HOMO and LUMO in eV: 10.5
HOMO level in Ha: -0.5087
Spin multiplicity: 1

Geometry (Å):
N  -0.034439  -2.064933  1.035898
C  0.368916  -2.327527  -0.302092
O  0.007116  -1.296516  -1.312153
H  0.633798  -1.504556  1.532829
H  -0.941755  -1.626879  1.111690
H  1.450475  -2.392111  -0.372177
H  -0.079173  -3.239706  -0.689456
H  -0.921906  -1.422201  -1.525527
C  -0.137173  1.668648  0.622918
C  -1.042020  2.614478  0.431715
N  0.731607  1.240002  -0.457930
H  0.007463  1.180209  1.571666
H  -1.671614  2.909435  1.257712
H  -1.246076  3.020369  -0.551680
H  0.570502  0.217306  -0.761763
H  0.568920  1.749580  -1.327105
H  1.735357  1.274401  -0.264545

Cartesian forces (eV/Å) of the 6 atoms listed first:
0.1208 0.3833 -0.3799
-0.3071 0.0060 -0.7040
0.4523 0.1492 0.8410
0.2235 0.0966 0.2725
-0.2298 -0.3221 0.0509
0.0043 -0.1404 0.0992

(4)
C4H6I2 | ωB97M-V with the def2-TZVPD basis set

Summary:
Total charge: 0
Relative energy (zero: lowest compared OMol25 entry of this formula, charge and spin) in kcal per mole: 84.1
Gap between HOMO and LUMO (spin up / spin down) in eV: 7.9 / 8.3
HOMO level (spin up / spin down) in Ha: -0.3269 / -0.3120
Spin multiplicity: 1

Geometry (Å):
C  0.267755  1.112176  1.692427
C  0.501036  1.145172  0.365652
C  -0.162598  -1.873736  -0.961276
C  -0.319104  0.763619  -0.726280
I  2.500931  1.072712  -0.360622
I  -2.503152  0.834960  -0.384753
H  0.915211  1.083261  2.605553
H  -0.830895  1.211352  2.039753
H  -0.757900  -2.395130  -1.651411
H  0.868614  -1.832922  -1.089348
H  -0.479042  -2.142294  0.199530
H  -0.000851  1.020828  -1.729228

Cartesian forces (eV/Å) of the 6 atoms listed first:
-2.2366 0.6382 1.8382
0.9841 -1.4724 0.1414
-1.4402 -0.0559 4.8157
-1.8755 0.0436 0.4406
0.2165 0.1634 0.2930
1.3727 0.0068 -0.3794

(5)
C21H56N5O8Ti | ωB97M-V with the def2-TZVPD basis set

Summary:
Total charge: 0
Relative energy (zero: lowest compared OMol25 entry of this formula, charge and spin) in kcal per mole: 43.5
Gap between HOMO and LUMO (spin up / spin down) in eV: 5.8 / 8.8
HOMO level (spin up / spin down) in Ha: -0.2040 / -0.3193
Expectation value of S²: 3.751
Spin multiplicity: 4

Geometry (Å):
Ti  1.140917  -2.958908  -1.028166
O  -2.188553  -0.841438  0.412444
C  -1.188903  -1.574488  0.004994
O  -1.198933  -1.954258  -1.145236
O  -0.181713  -1.780738  0.705664
H  -2.471943  -0.840438  -0.504766
C  2.161897  -2.236908  5.160324
C  1.490397  -2.672748  3.866204
C  0.043577  -3.120158  4.011274
O  -0.048763  -4.228538  4.882274
C  -1.371183  -4.562858  5.348264
N  1.626487  -1.581458  2.991214
H  3.241277  -2.086528  5.181224
H  2.032687  -3.019858  5.907574
H  1.728957  -1.285688  5.469914
H  2.163967  -3.440388  3.485254
H  -0.395883  -3.344948  3.039454
H  -0.634823  -2.333068  4.340474
H  -1.603313  -3.845988  6.135874
H  -1.339653  -5.572828  5.756984
H  -2.193593  -4.367598  4.660064
H  1.121207  -1.774208  2.138204
H  1.111537  -0.783138  3.334164
C  0.366767  1.101062  -4.489446
C  -0.130973  1.430052  -3.104306
C  -0.432323  2.946962  -2.979136
O  0.731827  3.786092  -3.274426
C  0.604257  5.216792  -3.053166
N  -1.320653  0.677922  -2.839306
H  0.614327  0.047542  -4.619536
H  1.259687  1.704922  -4.651086
H  -0.469603  1.349702  -5.142716
H  0.627927  1.183472  -2.361766
H  -0.713013  3.176752  -1.951276
H  -1.146763  3.245942  -3.746136
H  0.708317  5.367542  -1.978666
H  -0.306993  5.780932  -3.251826
H  1.352167  5.753082  -3.637236
H  -1.115453  -0.264648  -2.540046
H  -1.876883  0.555122  -3.673346
C  1.607697  1.822592  3.168094
C  0.462097  1.956652  2.137614
C  0.852547  1.639892  0.636284
O  1.986217  2.421082  0.177424
C  1.683257  3.819842  0.079484
N  -0.491773  1.012142  2.676614
H  2.081057  0.846732  3.276414
H  1.198777  2.099592  4.139774
H  2.415417  2.500962  2.893344
H  0.014047  2.946952  2.219324
H  -0.000913  1.785922  -0.025816
H  1.106357  0.586162  0.520824
H  0.761847  3.950252  -0.488056
H  2.494407  4.257332  -0.502526
H  1.607397  4.240942  1.081994
H  -0.298063  0.150352  2.186834
H  -1.442273  1.163042  2.370214
C  -3.616003  2.708112  -0.987646
C  -4.514683  1.713412  -0.166976
C  -4.745553  0.436102  -0.995266
O  -5.568433  -0.536638  -0.265676
C  -5.652133  -1.845908  -0.773466
N  -3.775783  1.388832  1.075764
H  -4.211723  3.348302  -1.638316
H  -2.834013  2.131522  -1.481746
H  -3.059943  3.444492  -0.407426
H  -5.435953  2.206282  0.143554
H  -3.800413  0.033702  -1.359796
H  -5.270383  0.689052  -1.916496
H  -4.782373  -2.460938  -0.542476
H  -5.778113  -1.917558  -1.853786
H  -6.408833  -2.458058  -0.282766
H  -4.455143  0.877932  1.621254
H  -3.155053  0.608762  0.913654
C  4.191137  0.003772  -0.870796
C  3.155067  -1.184208  -1.175646
C  3.460157  -1.921748  -2.528976
O  2.579607  -2.938618  -2.885786
C  2.769457  -3.490148  -4.221786
N  3.449977  -2.183888  -0.158116
H  4.011737  0.573882  0.040734
H  4.162917  0.703362  -1.706196
H  5.236747  -0.303718  -0.855436
H  2.111267  -0.945678  -0.971446
H  4.382157  -2.502828  -2.548026
H  3.409007  -1.167898  -3.314596
H  2.128377  -4.355618  -4.389346
H  3.775137  -3.866558  -4.408936
H  2.541657  -2.720858  -4.959616
H  3.443467  -1.669348  0.710964
H  4.420247  -2.449778  -0.247466

Cartesian forces (eV/Å) of the 6 atoms listed first:
-0.7179 0.1397 0.5907
-0.5579 0.0653 0.3929
3.7260 -0.6509 1.8803
-0.6045 -1.4691 -4.2389
1.1794 -0.3698 1.4167
-2.2574 1.1121 -0.5395

(6)
C4H7N2 | ωB97M-V with the def2-TZVPD basis set

Summary:
Total charge: +1
SMILES: C=C=[NH+]NC=C
Relative energy (zero: lowest compared OMol25 entry of this formula, charge and spin) in kcal per mole: 133.8
Gap between HOMO and LUMO in eV: 9.4
HOMO level in Ha: -0.5173
Spin multiplicity: 1

Geometry (Å):
C  -2.846627  0.334509  -0.304478
C  3.256102  0.276884  0.046879
C  2.040134  -0.159376  -0.104779
C  -1.959288  -0.436022  0.297846
N  0.752116  -0.413735  -0.225482
N  -0.452428  -0.051773  0.478771
H  -3.935543  0.170542  -0.386867
H  -2.511031  1.288870  -0.661248
H  -0.298097  0.876919  0.789769
H  3.652295  0.894909  -0.788591
H  3.864786  -0.148904  0.850328
H  -2.089406  -1.388344  0.720652
H  0.526986  -1.244473  -0.712796

Cartesian forces (eV/Å) of the 6 atoms listed first:
0.0922 0.4588 0.3422
-0.5093 -0.4859 -0.9622
-4.0848 0.5133 0.4979
2.4879 0.1685 -1.2924
1.4560 -0.4325 0.4900
0.1784 0.9639 0.5287

- Number 1 is which compound?
  C2H4N2OS